C22H47Cl2N3NbO2 as an isolated structure at a distorted geometry. Source: OMol25; level of theory: ωB97M-V/def2-TZVPD.

```
! wB97M-V def2-TZVPD RIJCOSX def2/J DEFGRID3
* xyz -1 3
C -2.6833 3.7413 -1.7605
C -1.1711 4.1700 -2.0730
Cl -0.0193 3.9570 -0.6716
C -0.7582 4.6803 -3.3260
Cl -2.0337 4.9009 -4.6368
Nb 1.4103 5.2554 -3.8249
C 1.3020 7.2056 -2.6504
N 1.5486 8.3361 -3.6417
H -2.6993 2.8503 -1.0472
H -3.2543 4.6169 -1.3048
H -3.1621 3.3972 -2.7238
H 2.1122 4.3032 -2.4477
H 1.6010 3.7566 -4.8719
H 0.7853 6.1766 -5.2921
H 3.1365 5.7151 -4.2641
H 0.3134 7.3148 -2.0978
H 2.1998 7.2140 -1.9431
H 0.8155 9.0497 -3.5668
H 2.4025 8.8135 -3.3120
C 1.4954 0.4810 5.2726
C 1.7683 -0.5727 4.1726
C 3.2588 -0.5299 3.7873
C 3.6284 0.7180 2.9923
C 2.7279 0.8715 1.7716
C 1.2210 0.7820 2.0835
N 0.8730 -0.3476 2.9996
O 0.8708 -1.4800 2.2703
C 0.7226 2.1090 2.6988
C 0.4692 0.7070 0.7323
C 1.4748 -1.9159 4.8816
H 1.8950 0.1509 6.2357
H 1.9676 1.4433 5.0855
H 0.4224 0.6412 5.4090
H 3.5175 -1.4139 3.1937
H 3.8800 -0.5777 4.6879
H 3.5721 1.6108 3.6219
H 4.6707 0.6433 2.6669
H 2.9515 1.8254 1.2833
H 3.0017 0.0920 1.0507
H -0.3112 2.0188 3.0436
H 0.7453 2.9140 1.9594
H 1.3322 2.4645 3.5277
H 0.8161 -0.1186 0.1062
H 0.6269 1.6195 0.1522
H -0.6083 0.5948 0.8832
H 0.4315 -1.9685 5.2054
H 2.1040 -2.0280 5.7688
H 1.6823 -2.7832 4.2512
C -2.0108 -1.9894 -0.3434
C -1.5211 -3.4301 -0.0674
C -0.1325 -3.6254 -0.7029
C -0.1842 -3.6997 -2.2254
C -1.1679 -4.7711 -2.6843
C -2.5642 -4.6634 -2.0394
N -2.5178 -4.4260 -0.5667
O -2.2479 -5.6049 0.0263
C -3.3774 -3.5347 -2.7123
C -3.3505 -5.9460 -2.4103
C -1.3741 -3.4690 1.4709
H -1.4731 -1.2711 0.2797
H -1.8445 -1.6566 -1.3665
H -3.0743 -1.8820 -0.1117
H 0.3280 -4.5439 -0.3217
H 0.5327 -2.8080 -0.4066
H -0.4511 -2.7292 -2.6530
H 0.8133 -3.9348 -2.6097
H -1.2562 -4.7279 -3.7752
H -0.7309 -5.7505 -2.4552
H -4.3183 -3.3591 -2.1837
H -3.6320 -3.7986 -3.7429
H -2.8413 -2.5906 -2.7832
H -2.8242 -6.8571 -2.1175
H -3.4970 -6.0098 -3.4918
H -4.3392 -5.9540 -1.9424
H -2.3365 -3.2957 1.9618
H -0.6817 -2.6916 1.8100
H -0.9694 -4.4157 1.8362
*
```

Output
frontier orbital gap (spin up / spin down)	0.2323 / 0.2014	Eh
HOMO level (spin up / spin down)	-4.1 / -4.1	eV
E_tot	-2158.1366	hartree